No. 1
Here is 10 unconnected molecules or ions with the total composition C33H70NO15 from the Open Molecules 2025 dataset. Energies are from ωB97M-V/def2-TZVPD.

HOMO-LUMO gap	9.966	eV
multiplicity	1
strongest force on any atom	0.2631	Eh/bohr
highest occupied orbital energy	-11.415	eV
net charge	+1
relative energy (zero: lowest compared OMol25 entry of this formula, charge and spin)	28.2	kcal/mol
DFT total energy	-67540.59205	eV
LUMO energy	-1.45	eV

Each line ends with the Mulliken charge.
Atoms and positions in Å:
1 N -0.174 0.463 -0.810  1.58
2 H -1.175 0.403 -0.511  -0.25
3 H -0.175 1.184 -1.396  0.20
4 H -0.165 -0.413 -1.273  -0.04
5 H 0.587 0.376 -0.019  -0.31
6 O 0.645 -2.774 -0.295  0.19
7 C 1.707 -3.277 0.130  0.41
8 O 1.794 -4.430 0.852  -0.33
9 C 0.729 -5.383 0.982  0.06
10 C 0.935 -6.187 2.277  -1.14
11 C 3.069 -2.697 -0.259  -1.07
12 H 0.626 -5.925 0.017  0.34
13 H -0.268 -5.046 1.313  -0.01
14 H 1.230 -5.544 3.100  0.11
15 H 1.835 -6.796 2.203  0.35
16 H -0.009 -6.640 2.541  0.44
17 H 3.102 -1.735 -0.647  -0.03
18 H 3.635 -3.328 -0.921  0.53
19 H 3.760 -2.577 0.677  0.23
20 O 2.491 2.076 -1.407  -0.43
21 C 3.616 2.191 -1.052  0.63
22 O 4.192 3.254 -0.555  -0.30
23 C 3.469 4.465 -0.316  0.85
24 C 4.350 5.655 -0.149  -2.17
25 C 4.614 0.977 -1.147  -0.39
26 H 2.659 4.333 0.644  -0.23
27 H 2.793 4.717 -1.127  0.00
28 H 3.777 6.562 -0.282  0.44
29 H 4.851 5.703 -0.922  0.81
30 H 5.000 5.681 0.688  0.36
31 H 5.629 1.241 -1.236  0.44
32 H 4.423 0.328 -2.066  0.09
33 H 4.268 0.504 -0.288  -0.24
34 O -1.101 3.169 -0.315  -0.35
35 C -0.375 4.217 -0.220  0.92
36 O 0.181 4.670 0.877  -0.33
37 C 0.441 3.879 2.025  0.79
38 C 1.013 4.710 3.114  -1.13
39 C -0.154 5.072 -1.455  -1.36
40 H 1.246 3.264 1.632  -0.29
41 H -0.396 3.036 2.395  -0.16
42 H 0.126 5.425 3.508  0.30
43 H 1.788 5.338 2.469  0.27
44 H 1.332 3.893 3.818  0.34
45 H 0.169 6.128 -1.058  0.30
46 H -1.071 5.290 -1.892  0.44
47 H 0.487 4.594 -2.034  0.32
48 O -2.072 -2.070 -2.445  -0.53
49 C -2.349 -3.109 -1.833  0.57
50 O -2.520 -4.352 -2.394  -0.34
51 C -2.597 -4.529 -3.752  0.13
52 C -2.377 -5.868 -4.208  -1.60
53 C -2.766 -3.059 -0.419  0.08
54 H -1.753 -3.967 -3.984  0.09
55 H -3.395 -4.155 -4.245  0.39
56 H -2.504 -5.962 -5.330  0.35
57 H -3.071 -6.405 -3.874  0.57
58 H -1.488 -6.391 -3.844  0.33
59 H -3.161 -4.099 -0.260  0.42
60 H -3.413 -2.511 -0.148  -0.24
61 H -1.822 -2.748 0.097  -0.22
62 O 2.217 0.405 1.739  -0.31
63 C 3.145 0.372 2.562  0.79
64 O 3.394 -0.594 3.507  -0.36
65 C 2.368 -1.614 3.599  -0.30
66 C 2.952 -2.881 4.157  -1.49
67 C 4.111 1.532 2.697  -2.75
68 H 2.017 -1.984 2.644  0.06
69 H 1.728 -1.069 4.054  0.86
70 H 3.810 -3.249 3.622  0.34
71 H 2.323 -3.792 4.136  0.16
72 H 3.191 -2.775 5.140  0.51
73 H 5.068 1.241 2.214  0.39
74 H 4.387 1.480 3.531  1.20
75 H 4.078 2.499 2.454  0.58
76 O -3.585 -0.048 0.404  -0.33
77 C -4.554 0.348 1.124  0.73
78 O -4.717 1.609 1.584  -0.38
79 C -3.670 2.589 1.345  0.83
80 C -3.808 3.781 2.254  -1.61
81 C -5.766 -0.617 1.284  -1.30
82 H -3.529 3.218 0.455  0.01
83 H -2.841 2.154 1.746  -0.17
84 H -2.945 4.428 2.167  0.38
85 H -3.971 3.733 3.292  0.43
86 H -4.719 4.382 1.886  0.35
87 H -6.814 -0.243 1.002  0.33
88 H -5.795 -1.148 2.212  0.35
89 H -5.690 -1.465 0.509  0.23
90 C 1.329 -2.839 -3.839  -0.59
91 C 1.823 -1.456 -4.070  0.57
92 O 1.823 -0.588 -3.001  -0.18
93 C 2.241 -0.911 -5.422  -1.68
94 H 2.035 -3.466 -3.142  0.15
95 H 1.021 -3.288 -4.627  0.66
96 H 0.408 -2.851 -3.164  -0.21
97 H 3.052 -1.425 -5.749  0.43
98 H 2.483 0.104 -5.388  0.36
99 H 1.553 -0.819 -6.207  0.45
100 C -1.582 0.287 3.886  -1.01
101 C -1.200 -0.872 3.042  0.96
102 O -0.547 -0.614 1.979  0.07
103 C -1.486 -2.231 3.432  -1.30
104 H -1.120 1.138 3.447  -0.44
105 H -1.268 -0.083 4.915  0.43
106 H -2.560 0.304 3.777  0.64
107 H -0.776 -2.634 3.937  0.56
108 H -1.833 -2.948 2.484  -0.11
109 H -2.492 -2.377 3.787  0.45
110 C -3.514 1.149 -2.965  -0.15
111 C -2.566 2.364 -3.276  0.71
112 O -1.337 2.177 -3.298  -0.51
113 C -3.275 3.704 -3.490  -1.24
114 H -4.248 1.036 -3.688  0.65
115 H -3.713 1.395 -1.849  -0.22
116 H -2.825 0.204 -2.901  -0.17
117 H -3.735 4.246 -2.648  0.26
118 H -3.903 3.776 -4.341  0.46
119 H -2.391 4.406 -3.914  0.27

---

No. 2
Here is a molecular structure, H16IO8 from the Open Molecules 2025 dataset. Energies are from ωB97M-V/def2-TZVPD.

HOMO-LUMO gap	8.465	eV
multiplicity	1
strongest force on any atom	0.2623	Eh/bohr
highest occupied orbital energy	-5.571	eV
net charge	-1
relative energy (zero: lowest compared OMol25 entry of this formula, charge and spin)	101.6	kcal/mol
DFT total energy	-24740.38571	eV
LUMO energy	2.89	eV

Each line ends with the Mulliken charge.
Atoms and positions in Å:
1 I 0.486 -0.074 -0.410  -0.48
2 O -1.482 -3.273 0.210  -0.56
3 H -0.952 -2.535 0.163  0.29
4 H -2.232 -3.099 0.725  0.27
5 O 2.166 2.940 -1.047  -0.65
6 H 1.536 2.106 -0.700  0.20
7 H 2.567 3.462 -0.367  0.28
8 O 0.049 -1.284 3.257  -0.66
9 H -0.614 -0.553 3.353  0.34
10 H 0.386 -1.198 2.361  0.28
11 O -2.825 -1.027 -0.758  -0.57
12 H -3.020 -0.794 -0.002  0.21
13 H -1.997 -1.407 -0.487  0.17
14 O -0.230 -2.149 -2.281  -0.57
15 H 0.010 -2.006 -1.398  0.24
16 H 0.309 -1.461 -2.810  0.37
17 O -1.264 1.363 -1.986  -0.65
18 H -0.693 1.123 -1.302  0.22
19 H -1.855 0.683 -1.559  0.48
20 O -0.571 2.288 1.995  -0.66
21 H -1.447 2.569 1.647  0.32
22 H -0.357 1.582 1.291  0.27
23 O 4.131 0.796 0.338  -0.65
24 H 3.336 0.393 -0.142  0.24
25 H 4.562 1.554 -0.093  0.30